C46H54CsN7O11STe as an isolated structure at a distorted geometry. Source: OMol25; level of theory: ωB97M-V with the def2-TZVPD basis set.

## Properties
HOMO-LUMO gap in hartree: 0.2204
Spin multiplicity: 1
Net charge: -2
LUMO level in eV: 3.03
Relative energy (zero: lowest compared OMol25 entry of this formula, charge and spin) in kJ/mol: 0.0
Electronic energy in eV: -100207.980

Each line ends with the Löwdin charge.
Element x y z (Å)
1 Cs 0.2572 0.9820 -0.9316  1.33
2 C -1.5149 3.3899 1.8213  -0.10
3 O -2.1601 2.4917 2.6979  -0.20
4 C -3.3973 2.0231 2.1905  -0.19
5 C -3.7525 0.7076 2.8581  -0.20
6 O -2.9976 -0.3802 2.3633  -0.19
7 C -3.4560 -0.7835 1.0797  -0.08
8 H -2.1124 4.2975 1.6711  0.10
9 H -1.3368 2.9230 0.8467  0.04
10 H -0.5567 3.6560 2.2631  0.09
11 H -3.3256 1.8801 1.1083  0.09
12 H -4.1822 2.7697 2.3803  0.13
13 H -4.8249 0.5163 2.7170  0.12
14 H -3.5476 0.7744 3.9288  0.13
15 H -4.4698 -1.1978 1.1468  0.09
16 H -2.7745 -1.5462 0.7125  0.07
17 H -3.4344 0.0433 0.3684  0.05
18 N 2.1846 3.0183 1.7920  0.02
19 C 3.5801 2.8712 1.3524  -0.28
20 C 3.7050 3.1167 -0.1459  -0.12
21 C 2.9073 2.0983 -0.9600  -0.82
22 O 3.1471 0.8872 -0.7916  -0.12
23 O 2.0063 2.5344 -1.7369  -0.58
24 H 2.1480 2.9115 2.8019  0.06
25 H 1.6672 2.2087 1.4584  0.02
26 H 3.9804 1.8773 1.5825  0.10
27 H 4.1814 3.6093 1.8900  0.10
28 H 4.7542 3.0137 -0.4361  0.12
29 H 3.3726 4.1232 -0.4019  0.10
30 C 0.3759 -6.1132 -4.7488  -0.09
31 O -0.3225 -4.9529 -4.3609  -0.09
32 C -1.5470 -5.1165 -3.7624  -0.21
33 C -2.2036 -6.3239 -3.6199  -0.04
34 C -3.4379 -6.3743 -2.9698  -0.11
35 C -3.9895 -5.2157 -2.4615  -0.10
36 C -3.3276 -3.9991 -2.5987  -0.01
37 C -2.1086 -3.9278 -3.2581  -0.17
38 N -1.4024 -2.7457 -3.4471  0.14
39 C -1.6568 -1.6304 -2.5872  -0.38
40 N -2.6587 -0.8572 -3.0551  0.15
41 C -3.2478 0.3663 -2.5723  -0.22
42 C -2.6380 1.1966 -1.6275  -0.21
43 C -3.3831 2.3643 -1.3698  -0.21
44 C -4.6058 2.6786 -1.9529  -0.12
45 C -5.1575 1.8165 -2.8941  -0.06
46 C -4.4575 0.6664 -3.2146  -0.25
47 O -4.9441 -0.2428 -4.1623  -0.13
48 C -5.3841 0.3356 -5.3737  -0.10
49 N -1.0001 -1.4237 -1.5110  0.00
50 C 0.0630 -2.2448 -1.1201  -0.28
51 C -0.0049 -2.9275 0.0934  -0.01
52 C 1.0465 -3.7059 0.5505  -0.10
53 C 2.2112 -3.7922 -0.1959  -0.11
54 C 2.3219 -3.0894 -1.3868  -0.01
55 C 1.2611 -2.3226 -1.8491  -0.26
56 O 1.2946 -1.6370 -3.0357  -0.12
57 C 2.5649 -1.1330 -3.4452  -0.05
58 H 1.3291 -5.7770 -5.1495  0.09
59 H -0.1664 -6.6660 -5.5219  0.09
60 H 0.5538 -6.7714 -3.8937  0.10
61 H -1.7631 -7.2336 -4.0004  0.10
62 H -3.9456 -7.3231 -2.8584  0.09
63 H -4.9381 -5.2450 -1.9422  0.10
64 H -3.7580 -3.0953 -2.1882  0.11
65 H -0.4196 -2.8725 -3.6458  0.11
66 H -3.1109 -1.2327 -3.8745  0.13
67 H -2.9798 3.1032 -0.6740  0.06
68 H -5.1288 3.5950 -1.6941  0.09
69 H -6.1055 2.0348 -3.3692  0.09
70 H -6.3193 0.8871 -5.2472  0.07
71 H -5.5522 -0.4821 -6.0737  0.08
72 H -4.6279 1.0156 -5.7766  0.10
73 H -0.9107 -2.8337 0.6780  0.11
74 H 0.9621 -4.2197 1.4985  0.11
75 H 3.0451 -4.3890 0.1503  0.10
76 H 3.2386 -3.1364 -1.9575  0.11
77 H 2.3619 -0.4404 -4.2591  0.10
78 H 3.2086 -1.9374 -3.8129  0.08
79 H 3.0415 -0.5989 -2.6196  0.08
80 O -0.6951 0.4565 4.2270  -0.06
81 H -1.1932 1.2566 4.0066  0.01
82 H -1.0421 -0.1750 3.5858  0.02
83 O 4.3208 -5.1309 9.1834  -0.38
84 S 5.1682 -4.0511 8.7043  0.38
85 O 6.5890 -4.2521 8.9278  -0.38
86 O 4.6899 -2.7200 9.0139  -0.38
87 C 5.0061 -4.2026 6.8905  -0.34
88 N 5.5292 -5.3071 6.3470  0.11
89 C 5.4096 -5.4173 5.0343  -0.14
90 C 4.7906 -4.4633 4.2453  -0.01
91 C 4.2704 -3.3586 4.9039  -0.21
92 N 4.3818 -3.2379 6.2265  0.16
93 C 3.5812 -2.2432 4.1870  -0.14
94 C 3.4132 -2.2328 2.8076  -0.02
95 C 2.7946 -1.1479 2.2040  -0.13
96 N 2.3253 -0.1026 2.8791  0.08
97 C 2.4587 -0.1338 4.2056  -0.14
98 C 3.0803 -1.1592 4.8995  0.00
99 H 5.8342 -6.3109 4.5837  0.10
100 H 4.7259 -4.5897 3.1754  0.09
101 H 3.7613 -3.0433 2.1857  0.08
102 H 2.6642 -1.1214 1.1285  0.10
103 H 2.0303 0.7022 4.7450  0.10
104 H 3.1763 -1.1395 5.9764  0.11
105 C -0.9169 6.1348 -2.8512  -0.44
106 Te 0.3887 4.4099 -2.6250  1.33
107 C 0.4057 5.1933 -0.6317  -0.40
108 C 0.3393 6.6839 -0.7940  -0.29
109 C 0.9230 7.5726 0.0964  -0.04
110 C 0.8421 8.9432 -0.1235  -0.11
111 C 0.1713 9.4244 -1.2369  -0.11
112 C -0.4191 8.5358 -2.1290  -0.06
113 C -0.3410 7.1662 -1.9196  -0.31
114 H -1.9202 5.8405 -2.5346  0.05
115 H -0.9712 6.4910 -3.8790  0.04
116 H 1.2587 4.8382 -0.0610  0.04
117 H -0.5012 4.8229 -0.1480  0.04
118 H 1.4547 7.1879 0.9585  0.11
119 H 1.3133 9.6304 0.5682  0.09
120 H 0.1136 10.4908 -1.4179  0.09
121 H -0.9362 8.9121 -3.0046  0.10

A 6-piece molecular cluster, C22H43F3N3O5PS6 overall at a distorted geometry. Source: OMol25; level of theory: ωB97M-V with the def2-TZVPD basis set.

## Properties
HOMO-LUMO gap in hartree: 0.2766
Spin multiplicity: 1
Net charge: 0
LUMO level in eV: -0.68
Electronic energy in eV: -120668.735

Each line ends with the Löwdin charge.
Element x y z (Å)
1 N 6.7190 0.6812 -1.5300  0.00
2 C 6.9432 1.7690 -2.4959  -0.27
3 C 6.1310 3.0605 -2.2211  -0.15
4 C 5.1966 3.4771 -3.3995  -0.14
5 C 3.7563 3.4853 -2.9414  -0.15
6 C 3.1407 4.6562 -2.5696  0.00
7 C 1.8108 4.6442 -2.0846  0.00
8 C 1.1318 3.4585 -1.9876  -0.07
9 C -0.2641 3.4565 -1.4078  -0.60
10 F -1.1926 3.0843 -2.2876  0.15
11 F -0.3593 2.6192 -0.3574  0.12
12 F -0.6212 4.6571 -0.9397  0.13
13 C 1.7200 2.2355 -2.4027  -0.15
14 N 1.0075 1.0836 -2.3163  0.15
15 C 1.6296 0.0135 -2.7310  -0.43
16 P 0.6949 -1.5617 -2.6458  0.38
17 S 1.7806 -3.1456 -2.9512  0.13
18 C 2.9518 0.0198 -3.2073  -0.12
19 N 3.6677 1.1093 -3.2787  0.17
20 C 3.0432 2.2507 -2.8841  -0.14
21 H 6.7239 1.0446 -0.5823  0.02
22 H 5.7921 0.3036 -1.6869  0.04
23 H 7.9991 2.0119 -2.4130  0.10
24 H 6.6969 1.3627 -3.4691  0.09
25 H 5.5192 2.8691 -1.3435  0.09
26 H 6.7657 3.9055 -1.9665  0.10
27 H 5.2652 2.7418 -4.1924  0.10
28 H 5.4348 4.4719 -3.7530  0.10
29 H 3.6719 5.5897 -2.6395  0.12
30 H 1.3739 5.5805 -1.7841  0.12
31 H -0.3509 -1.3666 -3.5580  -0.01
32 H 0.1172 -1.5906 -1.3706  -0.03
33 H 3.3953 -0.9156 -3.5134  0.07
34 C -3.8981 -1.8599 -1.1758  -0.27
35 S -2.6264 -3.1198 -1.0191  0.79
36 O -1.9150 -3.1858 -2.3278  -0.60
37 C -3.7478 -4.5106 -0.9509  -0.27
38 H -3.4049 -0.8944 -1.2734  0.05
39 H -4.4996 -2.0588 -2.0629  0.06
40 H -4.5213 -1.8660 -0.2816  0.05
41 H -4.3603 -4.5311 -1.8524  0.06
42 H -4.3780 -4.4281 -0.0652  0.01
43 H -3.1535 -5.4202 -0.8921  0.06
44 C 2.2827 2.1953 2.6794  -0.26
45 S 3.0492 3.2019 1.4040  0.80
46 O 4.5110 2.9426 1.4466  -0.58
47 C 2.7654 4.7792 2.2167  -0.26
48 H 2.3882 1.1523 2.3882  0.05
49 H 2.7851 2.3657 3.6320  0.06
50 H 1.2253 2.4498 2.7520  0.05
51 H 3.2361 4.7742 3.2002  0.06
52 H 1.6928 4.9523 2.3062  0.05
53 H 3.2109 5.5567 1.5994  0.05
54 C -5.8912 -6.9093 3.1353  -0.27
55 S -6.9269 -5.8878 2.0818  0.82
56 O -6.0130 -5.0446 1.2595  -0.57
57 C -7.5727 -4.8467 3.3918  -0.26
58 H -5.3600 -7.6154 2.5008  0.05
59 H -5.1768 -6.2803 3.6664  0.06
60 H -6.5207 -7.4521 3.8399  0.05
61 H -6.7472 -4.3561 3.9086  0.06
62 H -8.1479 -5.4581 4.0864  0.06
63 H -8.2279 -4.0997 2.9458  0.03
64 C 7.4569 0.0884 3.6373  -0.27
65 S 7.0221 1.4711 2.5675  0.80
66 O 7.9473 1.4248 1.4060  -0.54
67 C 7.6363 2.7499 3.6716  -0.26
68 H 7.1943 -0.8290 3.1151  0.05
69 H 8.5277 0.0997 3.8441  0.06
70 H 6.8886 0.1578 4.5653  0.05
71 H 8.6929 2.5796 3.8807  0.06
72 H 7.0571 2.7397 4.5952  0.05
73 H 7.5083 3.7069 3.1705  0.05
74 C -10.8973 -1.3094 0.6241  -0.27
75 S -11.4567 -3.0074 0.8038  0.80
76 O -10.7930 -3.5587 2.0150  -0.56
77 C -10.5670 -3.6492 -0.6190  -0.27
78 H -11.3079 -0.7336 1.4506  0.05
79 H -9.8082 -1.2780 0.6570  0.06
80 H -11.2632 -0.9063 -0.3201  0.05
81 H -9.5000 -3.4585 -0.5003  0.06
82 H -10.9425 -3.1742 -1.5252  0.05
83 H -10.7453 -4.7212 -0.6679  0.05

An isolated molecule of C16H18N2OS. Source: OMol25; level of theory: ωB97M-V with the def2-TZVPD basis set.

## Properties
HOMO-LUMO gap in hartree: 0.3204
Spin multiplicity: 1
Net charge: 0
LUMO level in eV: 0.73
Relative energy (zero: lowest compared OMol25 entry of this formula, charge and spin) in kJ/mol: 93.7
SMILES: COc1ccc(CCNC(=S)Nc2ccccc2)cc1
Electronic energy in eV: -32747.496

Each line ends with the natural charge from an NBO analysis.
Element x y z (Å)
1 C -3.8827 -0.6234 -2.2738  -0.25
2 O -3.5808 -0.7299 -0.9040  -0.49
3 C -2.6975 0.1537 -0.3620  0.30
4 C -2.4376 -0.0033 0.9996  -0.26
5 C -1.5424 0.8276 1.6394  -0.19
6 C -0.8899 1.8460 0.9521  -0.07
7 C 0.1097 2.7252 1.6556  -0.43
8 C 1.4649 2.7455 0.9430  -0.22
9 N 1.8773 1.4087 0.5933  -0.60
10 C 2.5596 1.1158 -0.5246  0.30
11 S 3.1482 2.2760 -1.5469  -0.28
12 N 2.8299 -0.1930 -0.7960  -0.61
13 C 2.2043 -1.3454 -0.3155  0.13
14 C 2.9420 -2.5267 -0.2452  -0.23
15 C 2.3500 -3.6913 0.2031  -0.19
16 C 1.0171 -3.6982 0.5823  -0.24
17 C 0.2746 -2.5334 0.4894  -0.19
18 C 0.8566 -1.3627 0.0392  -0.23
19 C -1.1669 2.0069 -0.3981  -0.14
20 C -2.0539 1.1723 -1.0565  -0.32
21 H -2.9922 -0.7682 -2.8940  0.18
22 H -4.3389 0.3431 -2.5113  0.18
23 H -4.5976 -1.4183 -2.4805  0.20
24 H -2.9487 -0.7889 1.5334  0.23
25 H -1.3478 0.6824 2.6927  0.21
26 H 0.2419 2.3666 2.6790  0.20
27 H -0.2631 3.7509 1.7083  0.23
28 H 1.4181 3.3196 0.0144  0.24
29 H 2.2163 3.2190 1.5880  0.20
30 H 1.6453 0.6647 1.2347  0.41
31 H 3.5441 -0.3251 -1.4993  0.42
32 H 3.9798 -2.5214 -0.5454  0.21
33 H 2.9326 -4.5989 0.2565  0.22
34 H 0.5580 -4.6091 0.9342  0.21
35 H -0.7720 -2.5298 0.7538  0.22
36 H 0.2531 -0.4758 -0.0729  0.22
37 H -0.6797 2.7915 -0.9572  0.21
38 H -2.2319 1.3272 -2.1088  0.22

An isolated molecule of C4H4N2O at a distorted geometry. Source: OMol25; level of theory: ωB97M-V with the def2-TZVPD basis set.

## Properties
HOMO-LUMO gap in hartree: 0.3715
Spin multiplicity: 1
Net charge: 0
LUMO level in eV: 0.40
Relative energy (zero: lowest compared OMol25 entry of this formula, charge and spin) in kJ/mol: 130.8
SMILES: [H]/N=C\c1ncco1
Electronic energy in eV: -9239.132

Each line ends with the natural charge from an NBO analysis.
Element x y z (Å)
1 H 2.9280 0.7024 -0.0464  0.34
2 N 2.8262 -0.2875 0.1964  -0.58
3 C 1.6479 -0.7633 0.1574  0.09
4 C 0.2539 -0.1753 -0.0837  0.40
5 N -0.7337 -0.9369 0.2906  -0.44
6 C -1.8646 -0.1664 0.1311  -0.11
7 C -1.5013 1.0331 -0.3596  0.05
8 O -0.1225 1.0302 -0.5108  -0.39
9 H 1.5556 -1.8193 0.4361  0.20
10 H -2.8610 -0.5019 0.3932  0.22
11 H -2.1286 1.8849 -0.6043  0.22